DFT (ωB97M-V/def2-TZVPD) results for C14H40O20P4S as an isolated structure.

Output
- HOMO level: -0.3831 hartree
- Energy above the lowest of the compared OMol25 structures with the same formula, charge and spin: 88.9 kcal/mol
- Total charge: 0
- DFT total energy: -104111.7687 eV

```
79
C14H40O20P4S, DFT ωB97M-V/def2-TZVPD
C -20.67 -4.46 -11.66
O -21.06 -5.80 -11.58
P -20.27 -6.79 -10.62
O -20.49 -6.47 -9.19
O -18.73 -6.66 -11.08
C -18.28 -6.91 -12.42
O -20.72 -8.33 -11.09
C -21.79 -9.09 -10.50
H -21.51 -3.77 -11.67
H -20.24 -4.32 -12.65
H -19.93 -4.22 -10.90
H -19.16 -7.30 -12.93
H -17.42 -7.58 -12.37
H -17.92 -5.98 -12.86
H -21.37 -10.09 -10.45
H -22.53 -9.14 -11.30
H -22.10 -8.77 -9.51
C -14.84 -5.89 -11.20
O -13.47 -6.04 -10.97
P -12.63 -7.21 -11.64
O -13.53 -8.31 -12.09
O -11.80 -6.50 -12.79
C -12.40 -5.86 -13.85
O -11.46 -7.68 -10.46
C -11.50 -8.84 -9.67
H -15.41 -6.53 -10.52
H -15.05 -6.23 -12.22
H -15.19 -4.86 -11.11
H -12.94 -6.59 -14.46
H -11.72 -5.32 -14.51
H -13.16 -5.17 -13.48
H -10.62 -9.45 -9.85
H -12.28 -9.60 -9.64
H -11.35 -8.57 -8.62
C -12.95 -4.97 -3.23
O -13.30 -5.40 -4.53
P -13.88 -4.48 -5.75
O -15.03 -3.75 -5.31
O -14.00 -5.52 -7.02
C -12.77 -5.96 -7.61
O -12.58 -3.55 -6.16
C -12.92 -2.39 -6.85
H -13.81 -5.13 -2.58
H -12.59 -3.95 -3.07
H -12.37 -5.82 -2.89
H -11.80 -5.62 -7.24
H -12.75 -5.68 -8.67
H -12.76 -7.05 -7.60
H -13.93 -2.36 -7.28
H -12.24 -2.36 -7.70
H -12.95 -1.56 -6.14
C -21.88 -3.31 -4.42
O -22.34 -4.58 -3.91
P -23.95 -4.97 -3.88
O -24.61 -4.94 -5.24
O -24.04 -6.41 -3.17
C -23.09 -6.91 -2.24
O -24.64 -3.91 -2.79
C -26.09 -4.04 -2.70
H -21.05 -3.54 -5.10
H -21.44 -2.70 -3.63
H -22.68 -2.68 -4.79
H -22.51 -6.15 -1.73
H -22.39 -7.59 -2.72
H -23.53 -7.37 -1.35
H -26.54 -5.01 -2.88
H -26.61 -3.39 -3.40
H -26.44 -3.80 -1.69
C -19.01 -3.56 -8.03
C -17.77 -4.44 -7.62
O -16.78 -3.86 -8.41
S -17.25 -2.46 -9.17
O -16.83 -2.43 -10.63
O -17.14 -1.25 -8.34
O -18.75 -3.01 -9.21
H -19.26 -2.81 -7.29
H -19.90 -4.19 -8.04
H -17.93 -5.50 -7.85
H -17.60 -4.29 -6.55
```

DFT (ωB97M-V/def2-TZVPD) results for C34H32ClN4O5PV as an isolated structure.

Output
- HOMO level (spin up / spin down): -0.2977 / -0.2982 hartree
- Energy above the lowest of the compared OMol25 structures with the same formula, charge and spin: 21.1 kcal/mol
- Total charge: 0
- DFT total energy: -99477.8054 eV
- Spin multiplicity: 2
- ⟨S²⟩: 0.765

```
78
C34H32ClN4O5PV, DFT ωB97M-V/def2-TZVPD
V -1.96 1.42 -0.59
C -5.90 2.18 0.52
C -4.43 2.40 0.69
O -3.70 1.51 0.06
C -3.87 3.38 1.44
C -2.46 3.54 1.61
C -1.97 4.68 2.44
N -1.61 2.72 1.04
N -0.28 3.05 1.25
C 0.45 2.44 0.37
O -0.02 1.59 -0.49
C 1.89 2.79 0.26
C 2.63 3.13 1.39
C 3.95 3.52 1.25
C 4.53 3.58 -0.01
C 3.79 3.24 -1.13
C 2.47 2.83 -1.00
H -6.18 2.38 -0.52
H -6.15 1.14 0.74
H -6.48 2.83 1.17
H -4.51 4.08 1.95
H -2.81 5.19 2.92
H -1.25 4.34 3.18
H -1.44 5.39 1.80
H 2.16 3.10 2.36
H 4.53 3.78 2.13
H 5.56 3.90 -0.12
H 4.24 3.30 -2.12
H 1.89 2.56 -1.87
N -2.71 -0.67 -0.52
C -3.01 -1.23 -1.85
C -2.52 -0.29 -2.93
O -2.73 -0.49 -4.11
N -1.80 0.73 -2.39
C -1.22 1.69 -3.29
C -1.60 3.08 -2.79
O -1.40 4.09 -3.41
O -2.11 3.04 -1.56
H -2.12 -1.31 0.00
H -3.57 -0.50 -0.02
H -4.08 -1.41 -1.98
H -2.50 -2.18 -2.00
H -1.56 1.54 -4.32
H -0.13 1.63 -3.26
Cl -1.03 -0.28 2.22
C -0.06 -1.64 2.75
C 0.07 -1.83 4.12
C 0.87 -2.86 4.57
C 1.53 -3.69 3.67
C 1.38 -3.48 2.31
C 0.58 -2.46 1.81
P 0.30 -2.20 0.01
C 0.56 -3.92 -0.58
C -0.46 -4.83 -0.29
C -0.39 -6.14 -0.74
C 0.70 -6.55 -1.50
C 1.71 -5.65 -1.79
C 1.65 -4.34 -1.33
C 1.83 -1.36 -0.50
C 2.82 -0.93 0.38
C 3.95 -0.28 -0.09
C 4.12 -0.07 -1.45
C 3.13 -0.47 -2.33
C 1.99 -1.09 -1.86
H -0.44 -1.17 4.80
H 0.98 -3.02 5.64
H 2.16 -4.49 4.02
H 1.89 -4.13 1.61
H -1.31 -4.52 0.30
H -1.18 -6.83 -0.50
H 0.75 -7.57 -1.87
H 2.56 -5.97 -2.38
H 2.45 -3.66 -1.55
H 2.71 -1.10 1.45
H 4.71 0.05 0.61
H 5.00 0.43 -1.81
H 3.24 -0.28 -3.40
H 1.21 -1.39 -2.56
```

DFT (ωB97M-V/def2-TZVPD) results for C3H6N2O as an isolated structure.

Output
- HOMO level: -0.3432 hartree
- Energy above the lowest of the compared OMol25 structures with the same formula, charge and spin: 144.2 kcal/mol
- Total charge: 0
- DFT total energy: -8230.4440 eV

```
12
C3H6N2O, DFT ωB97M-V/def2-TZVPD
N -0.46 1.73 0.01
C -0.38 0.48 -0.20
C 0.37 -0.34 -1.13
O 0.32 -1.51 -0.37
C -0.51 -0.85 0.55
N -1.04 -1.26 1.60
H -1.09 1.92 0.77
H 1.45 1.42 0.28
H -0.96 0.01 -1.39
H 1.08 -0.30 -1.96
H 1.97 0.92 0.04
H -0.75 -2.22 1.81
```

DFT (ωB97M-V/def2-TZVPD) results for C24H34N7O8PS7V as an isolated structure.

Output
- HOMO level (spin up / spin down): -0.0071 / 0.0118 hartree
- Energy above the lowest of the compared OMol25 structures with the same formula, charge and spin: 31.6 kcal/mol
- Total charge: -2
- DFT total energy: -163079.3341 eV
- Spin multiplicity: 2
- ⟨S²⟩: 0.773

```
82
C24H34N7O8PS7V, DFT ωB97M-V/def2-TZVPD
V 0.25 -0.17 3.22
C 4.69 -3.84 -0.35
C 4.50 -3.10 0.92
N 5.27 -3.13 1.95
N 4.64 -2.31 2.84
C 3.47 -1.79 2.39
S 2.54 -0.77 3.34
N 3.41 -2.30 1.12
N 2.56 -1.99 0.08
H 5.73 -4.11 -0.48
H 4.35 -3.22 -1.18
H 4.08 -4.74 -0.36
H 5.02 -2.14 3.76
H 2.18 -1.05 0.23
H 1.76 -2.64 0.05
O -2.57 5.44 4.97
C -1.79 4.55 4.70
S -1.10 4.27 3.10
C -0.20 2.80 3.47
C -0.23 2.39 4.76
S 0.55 0.95 5.31
S -1.18 3.38 5.88
S 0.66 1.96 2.22
O 0.34 -3.38 2.80
S -0.51 -2.77 1.81
O -0.35 -3.45 0.51
O -0.33 -1.32 1.62
C -2.26 -2.97 2.12
C -2.97 -3.89 1.35
C -4.35 -3.93 1.41
C -5.05 -3.01 2.19
C -4.34 -2.09 2.95
C -2.96 -2.07 2.92
S -2.09 -0.93 4.00
O -1.81 0.28 3.22
O -3.02 -0.71 5.08
O -0.86 -1.63 4.36
H -2.40 -4.54 0.70
H -4.90 -4.66 0.82
H -6.13 -3.04 2.23
H -4.84 -1.36 3.58
O 1.55 0.83 -0.59
P 0.63 1.02 -1.71
N 1.12 0.10 -3.03
C 0.50 0.17 -4.34
C 1.65 0.53 -5.29
C 2.82 -0.22 -4.65
C 2.58 0.01 -3.16
N 0.67 2.64 -2.20
C -0.48 3.30 -2.82
C -0.74 4.53 -1.94
C 0.67 4.92 -1.52
C 1.36 3.58 -1.28
N -1.00 0.66 -1.59
C -1.63 1.12 -0.32
C -3.05 0.55 -0.39
C -2.97 -0.60 -1.42
C -1.47 -0.73 -1.74
H -0.31 0.90 -4.36
H 0.10 -0.81 -4.62
H 1.84 1.60 -5.25
H 1.45 0.24 -6.32
H 3.79 0.15 -4.98
H 2.75 -1.29 -4.89
H 3.06 0.94 -2.84
H 2.96 -0.80 -2.53
H -1.33 2.62 -2.86
H -0.23 3.61 -3.84
H -1.31 4.24 -1.06
H -1.27 5.32 -2.47
H 0.68 5.54 -0.62
H 1.16 5.46 -2.33
H 1.27 3.24 -0.25
H 2.42 3.62 -1.52
H -1.59 2.21 -0.25
H -1.14 0.73 0.60
H -3.78 1.30 -0.72
H -3.34 0.19 0.60
H -3.52 -0.34 -2.32
H -3.36 -1.54 -1.03
H -1.29 -1.08 -2.75
H -1.00 -1.40 -1.03
```

DFT (ωB97M-V/def2-TZVPD) results for C2H3AuFO2P as an isolated structure.

Output
- HOMO level (spin up / spin down): -0.4826 / -0.5475 hartree
- Energy above the lowest of the compared OMol25 structures with the same formula, charge and spin: 36.9 kcal/mol
- Total charge: +1
- DFT total energy: -21899.8057 eV
- Spin multiplicity: 4
- ⟨S²⟩: 3.760

```
10
C2H3AuFO2P, DFT ωB97M-V/def2-TZVPD
P -1.45 0.49 -0.93
F 0.05 -0.77 -1.88
O -0.50 -0.23 1.46
C 0.45 0.43 2.20
H 0.57 0.02 3.23
H 0.24 1.51 2.34
C 1.81 0.35 1.57
O 1.93 -0.10 0.43
Au 0.22 -0.95 -0.05
H 2.66 0.84 2.06
```

DFT (ωB97M-V/def2-TZVPD) results for a single C3H3N3S2 molecule.

Output
- HOMO level: -0.3236 hartree
- Energy above the lowest of the compared OMol25 structures with the same formula, charge and spin: 0.0 kcal/mol
- Total charge: 0
- DFT total energy: -29299.7584 eV

```
11
C3H3N3S2, DFT ωB97M-V/def2-TZVPD
S 2.88 0.82 0.55
C 1.55 0.72 -0.36
N 0.36 0.13 0.01
C 0.06 -0.50 1.21
N -1.13 -0.95 1.24
N -1.63 -0.61 0.02
C -0.78 0.05 -0.79
S -1.01 0.61 -2.33
H 1.50 1.13 -1.36
H 0.78 -0.56 2.02
H -2.58 -0.83 -0.22
```